{"formula": "C20H20N2O2", "method": "the ωB97M-V functional and the def2-TZVPD basis", "mol_weight_g_mol": 320.4, "smiles": "O=C(c1cccc2ccccc12)[C@@H]1CCCN(Cc2ccon2)C1", "homo_ev": -8.4, "energy_ev": -28138.68720, "charge": 0, "fmax_ev_per_a": 1.19, "species": ["O", "C", "C", "C", "C", "C", "C", "C", "C", "C", "C", "C", "H", "H", "H", "H", "H", "H", "H", "C", "C", "N", "C", "C", "N", "O", "C", "C", "H", "H", "H", "H", "C", "C", "C", "H", "H", "H", "H", "H", "H", "H", "H", "H"], "xyz": [[1.247, -0.125, 1.033], [0.292, -0.668, 0.523], [-0.206, -1.998, 0.957], [-1.547, -2.156, 1.228], [-2.051, -3.376, 1.694], [-1.216, -4.443, 1.869], [0.162, -4.331, 1.594], [1.036, -5.425, 1.766], [2.371, -5.304, 1.501], [2.889, -4.081, 1.049], [2.069, -3.002, 0.869], [0.688, -3.090, 1.142], [2.478, -2.064, 0.527], [3.945, -3.998, 0.841], [3.034, -6.146, 1.637], [0.625, -6.364, 2.110], [-1.598, -5.389, 2.225], [-3.105, -3.462, 1.913], [-2.221, -1.320, 1.117], [-0.454, -0.029, -0.636], [-0.740, 1.446, -0.336], [-1.407, 2.053, -1.469], [-1.978, 3.356, -1.176], [-0.964, 4.394, -0.810], [-0.418, 5.173, -1.707], [0.494, 5.949, -1.078], [0.510, 5.637, 0.220], [-0.394, 4.651, 0.467], [-0.627, 4.180, 1.398], [1.193, 6.176, 0.845], [-2.518, 3.689, -2.065], [-2.687, 3.235, -0.352], [-0.550, 2.048, -2.640], [-0.247, 0.606, -3.037], [0.434, -0.122, -1.884], [0.610, -1.170, -2.140], [1.399, 0.344, -1.668], [0.394, 0.596, -3.920], [-1.183, 0.102, -3.283], [-1.075, 2.558, -3.450], [0.397, 2.585, -2.459], [-1.399, 1.518, 0.535], [0.215, 1.940, -0.087], [-1.393, -0.549, -0.835]], "lowdin_charge": [0.114, -0.333, -0.090, -0.021, -0.066, -0.026, -0.161, -0.036, -0.080, -0.071, -0.012, -0.094, 0.108, 0.104, 0.102, 0.111, 0.113, 0.105, 0.116, -0.231, -0.151, -0.156, -0.132, -0.293, 0.108, -0.028, -0.101, -0.007, 0.107, 0.123, 0.125, 0.126, -0.196, -0.169, -0.143, 0.123, 0.127, 0.113, 0.117, 0.124, 0.126, 0.133, 0.131, 0.141]}

***

{"formula": "C11H10ClN", "method": "the ωB97M-V functional and the def2-TZVPD basis", "mol_weight_g_mol": 191.7, "homo_ev": [-5.1, -9.1], "multiplicity": 3, "energy_ev": -25576.66428, "charge": 0, "fmax_ev_per_a": 4.72, "species": ["C", "C", "C", "C", "C", "C", "C", "C", "C", "C", "C", "N", "Cl", "H", "H", "H", "H", "H", "H", "H", "H", "H", "H"], "xyz": [[2.454, 0.845, -0.889], [2.915, -0.339, -0.323], [1.140, 1.256, -0.806], [2.016, -1.177, 0.171], [0.136, 0.417, -0.191], [0.602, -0.805, 0.244], [-1.228, -2.096, -0.365], [-1.218, 0.832, 0.006], [-2.302, -0.061, -0.268], [-0.425, -1.830, 0.825], [-1.528, 2.245, 0.566], [-2.094, -1.298, -0.839], [-3.942, 0.268, -0.045], [3.193, 1.377, -1.337], [3.891, -0.523, -0.327], [0.992, 2.280, -1.272], [2.322, -2.110, 0.567], [-1.189, -3.005, -0.847], [0.132, -2.594, 1.290], [-0.963, -1.154, 1.596], [-2.566, 2.379, 0.198], [-0.877, 3.007, 0.312], [-1.461, 2.088, 1.734]], "lowdin_charge": [-0.083, -0.097, 0.000, -0.024, -0.177, -0.135, -0.169, -0.214, -0.707, -0.079, -0.033, 0.044, 0.752, 0.070, 0.067, 0.133, 0.098, 0.093, 0.093, 0.159, 0.044, 0.035, 0.132]}

***

{"formula": "C12H25N2O3P2Pd", "method": "the ωB97M-V functional and the def2-TZVPD basis", "mol_weight_g_mol": 413.7, "homo_ev": [-9.8, -12.1], "multiplicity": 5, "energy_ev": -44018.75794, "charge": 1, "fmax_ev_per_a": 3.43, "species": ["C", "C", "N", "C", "C", "C", "C", "P", "Pd", "P", "C", "O", "O", "H", "H", "H", "C", "C", "H", "H", "H", "H", "C", "C", "H", "H", "H", "H", "H", "H", "H", "H", "H", "H", "H", "H", "H", "H", "H", "H", "H", "H", "O", "C", "N"], "xyz": [[-2.380, 2.539, -0.307], [-1.449, 1.659, 0.288], [-0.320, 1.321, -0.401], [-0.137, 1.680, -1.676], [-1.045, 2.527, -2.316], [-2.165, 2.971, -1.613], [-1.697, 0.997, 1.570], [-0.316, 0.129, 2.326], [1.134, 0.043, 0.520], [1.830, -0.311, -1.626], [1.097, 1.172, -2.414], [-3.236, -0.883, 0.749], [-1.883, -1.688, -1.248], [-3.248, 2.829, 0.275], [-0.893, 2.765, -3.370], [-2.861, 3.660, -2.072], [0.551, 1.159, 3.503], [-0.918, -1.338, 3.201], [0.844, 0.954, -3.457], [1.882, 1.945, -2.416], [-2.577, -0.158, 1.218], [-2.329, 1.573, 2.250], [3.616, -0.173, -1.800], [1.323, -1.745, -2.603], [-1.019, -4.118, -0.251], [-2.527, -2.193, -1.776], [-2.459, -1.305, -0.484], [-4.074, -0.399, 0.702], [2.204, 1.248, 0.771], [-1.074, -3.361, -0.351], [-0.104, 1.369, 4.350], [1.436, 0.587, 3.802], [0.855, 2.073, 2.988], [-1.352, -1.022, 4.161], [-1.673, -1.868, 2.604], [-0.058, -1.998, 3.374], [1.576, -1.569, -3.662], [1.891, -2.610, -2.226], [0.243, -1.907, -2.460], [3.913, -0.283, -2.848], [3.942, 0.794, -1.405], [4.066, -0.974, -1.203], [4.135, -2.566, 2.147], [3.130, -2.032, 1.773], [2.126, -1.492, 1.414]], "lowdin_charge": [0.017, -0.303, -0.014, -0.290, 0.020, -0.013, -0.215, 0.787, 0.471, 0.769, -0.249, -0.081, -0.196, 0.126, 0.132, 0.121, -0.241, -0.213, 0.101, 0.108, 0.010, 0.114, -0.247, -0.230, 0.044, 0.046, -0.014, 0.086, 0.015, 0.010, 0.059, 0.060, 0.046, 0.063, 0.051, 0.052, 0.061, 0.062, 0.029, 0.061, 0.049, 0.051, 0.128, -0.433, -0.010]}

***

{"formula": "C6H5N3", "method": "the ωB97M-V functional and the def2-TZVPD basis", "mol_weight_g_mol": 119.1, "homo_ev": [-8.5, -8.0], "energy_ev": -10763.82301, "charge": 0, "fmax_ev_per_a": 3.59, "species": ["C", "C", "C", "C", "C", "C", "N", "N", "N", "H", "H", "H", "H", "H"], "xyz": [[2.120, -1.964, 0.583], [2.392, -0.776, 0.505], [2.902, 1.530, -0.374], [3.069, 0.310, 0.032], [-1.938, 0.134, 0.913], [-1.142, -0.107, -0.077], [1.556, 2.128, -0.055], [0.535, 1.555, -0.104], [0.021, 0.481, -0.333], [1.375, -2.631, 1.074], [3.685, 2.217, -0.633], [-2.869, -0.369, 0.963], [-1.639, 1.005, 1.563], [-1.330, -0.841, -0.893]], "lowdin_charge": [0.101, -0.184, -0.102, -0.009, 0.012, -0.280, 0.063, -0.050, 0.055, 0.058, 0.088, 0.041, 0.085, 0.123]}

***

{"formula": "C42H108O12", "method": "the ωB97M-V functional and the def2-TZVPD basis", "mol_weight_g_mol": 805.3, "smiles": "CCOCC.CCOCC.CCOCC.CCOCC.CCOCC.CCOCC.CCOCC.CCOCC.CCOCC.CCO.CCO.CCO", "homo_ev": -9.4, "energy_ev": -69869.50679, "charge": 0, "fmax_ev_per_a": 2.61, "species": ["C", "C", "O", "C", "C", "H", "H", "H", "H", "H", "H", "H", "H", "H", "H", "C", "C", "O", "C", "C", "H", "H", "H", "H", "H", "H", "H", "H", "H", "H", "C", "C", "O", "C", "C", "H", "H", "H", "H", "H", "H", "H", "H", "H", "H", "C", "C", "O", "C", "C", "H", "H", "H", "H", "H", "H", "H", "H", "H", "H", "C", "C", "O", "C", "C", "H", "H", "H", "H", "H", "H", "H", "H", "H", "H", "C", "C", "O", "C", "C", "H", "H", "H", "H", "H", "H", "H", "H", "H", "H", "C", "C", "O", "C", "C", "H", "H", "H", "H", "H", "H", "H", "H", "H", "H", "C", "C", "O", "C", "C", "H", "H", "H", "H", "H", "H", "H", "H", "H", "H", "C", "C", "O", "C", "C", "H", "H", "H", "H", "H", "H", "H", "H", "H", "H", "C", "C", "O", "H", "H", "H", "H", "H", "H", "C", "C", "O", "H", "H", "H", "H", "H", "H", "C", "C", "O", "H", "H", "H", "H", "H", "H"], "xyz": [[-14.425, -5.382, 9.652], [-14.174, -5.318, 11.181], [-12.841, -5.449, 11.548], [-12.042, -4.292, 11.273], [-11.335, -4.353, 9.936], [-13.718, -6.017, 9.122], [-15.420, -5.740, 9.379], [-14.342, -4.371, 9.221], [-14.650, -4.424, 11.595], [-14.671, -6.203, 11.591], [-12.645, -3.386, 11.393], [-11.294, -4.299, 12.071], [-10.326, -4.766, 9.985], [-11.052, -3.319, 9.644], [-11.953, -4.692, 9.117], [-14.390, -4.395, -1.820], [-15.346, -4.014, -0.736], [-14.787, -3.210, 0.250], [-13.878, -3.880, 1.105], [-13.663, -2.965, 2.329], [-13.651, -5.115, -1.479], [-14.987, -4.893, -2.598], [-13.948, -3.549, -2.344], [-16.162, -3.433, -1.153], [-15.709, -4.955, -0.299], [-14.452, -4.746, 1.481], [-12.940, -4.167, 0.630], [-12.792, -3.301, 2.885], [-14.525, -2.935, 2.986], [-13.512, -2.001, 1.833], [-11.562, -0.601, 3.577], [-10.721, -1.037, 2.406], [-9.487, -0.355, 2.418], [-8.558, -0.856, 1.482], [-7.758, 0.236, 0.932], [-11.747, 0.483, 3.420], [-12.540, -1.049, 3.656], [-11.061, -0.578, 4.547], [-10.489, -2.119, 2.589], [-11.193, -1.018, 1.414], [-7.909, -1.612, 1.958], [-9.079, -1.416, 0.691], [-6.993, -0.170, 0.259], [-7.298, 0.957, 1.604], [-8.370, 0.868, 0.271], [-16.399, -0.462, 14.940], [-14.990, -0.080, 14.588], [-14.899, 0.875, 13.539], [-15.509, 0.479, 12.346], [-14.945, -0.766, 11.715], [-16.464, -0.918, 15.931], [-17.043, 0.418, 14.979], [-16.805, -1.202, 14.246], [-14.464, 0.399, 15.419], [-14.329, -0.919, 14.331], [-16.606, 0.463, 12.420], [-15.342, 1.299, 11.637], [-14.713, -1.563, 12.424], [-14.005, -0.622, 11.179], [-15.665, -1.152, 10.988], [-12.795, 7.376, 10.250], [-14.076, 6.620, 9.965], [-13.750, 5.476, 9.226], [-14.822, 4.888, 8.515], [-14.163, 4.064, 7.399], [-12.220, 7.616, 9.355], [-13.002, 8.294, 10.806], [-12.114, 6.793, 10.880], [-14.534, 6.390, 10.935], [-14.726, 7.273, 9.365], [-15.506, 4.229, 9.063], [-15.374, 5.712, 8.033], [-13.943, 3.063, 7.775], [-13.300, 4.581, 7.009], [-14.935, 3.890, 6.638], [-17.711, 1.556, 7.651], [-17.868, 1.977, 9.088], [-19.233, 1.765, 9.363], [-19.536, 1.841, 10.693], [-20.976, 1.452, 10.903], [-17.721, 0.468, 7.554], [-18.579, 1.872, 7.070], [-16.801, 1.957, 7.200], [-17.238, 1.359, 9.742], [-17.673, 3.042, 9.261], [-18.892, 1.169, 11.288], [-19.356, 2.837, 11.129], [-21.167, 0.387, 10.767], [-21.631, 1.991, 10.210], [-21.335, 1.725, 11.898], [-15.209, 2.329, 4.058], [-15.879, 0.980, 3.991], [-15.517, 0.353, 2.761], [-16.463, -0.598, 2.298], [-17.632, 0.053, 1.622], [-14.124, 2.198, 4.126], [-15.316, 2.812, 3.082], [-15.574, 2.991, 4.837], [-15.646, 0.394, 4.901], [-16.973, 1.113, 4.054], [-15.880, -1.178, 1.584], [-16.787, -1.260, 3.105], [-18.179, 0.771, 2.232], [-18.342, -0.694, 1.257], [-17.261, 0.597, 0.751], [-13.847, 0.014, 8.198], [-14.602, -1.148, 7.584], [-13.721, -2.094, 6.963], [-14.288, -2.745, 5.830], [-13.460, -3.999, 5.569], [-13.179, 0.476, 7.467], [-14.551, 0.764, 8.556], [-13.194, -0.367, 8.982], [-15.129, -1.689, 8.394], [-15.418, -0.793, 6.938], [-15.320, -3.070, 6.014], [-14.214, -2.076, 4.961], [-13.528, -4.637, 6.456], [-12.411, -3.718, 5.439], [-13.784, -4.620, 4.741], [-13.387, -8.500, 2.886], [-12.021, -8.116, 3.373], [-12.037, -8.149, 4.811], [-10.805, -7.746, 5.413], [-11.043, -7.424, 6.842], [-13.724, -9.414, 3.363], [-14.172, -7.751, 2.861], [-13.283, -8.690, 1.801], [-11.261, -8.828, 3.025], [-11.760, -7.089, 3.078], [-10.077, -8.577, 5.335], [-10.314, -6.890, 4.920], [-11.274, -6.380, 7.004], [-10.199, -7.741, 7.465], [-11.852, -8.040, 7.250], [-8.803, -2.104, 7.545], [-10.175, -2.366, 6.994], [-11.050, -1.291, 7.163], [-8.807, -2.199, 8.637], [-8.508, -1.077, 7.322], [-8.063, -2.805, 7.166], [-10.590, -3.293, 7.427], [-10.092, -2.620, 5.916], [-11.976, -1.566, 6.961], [-18.568, -2.711, 4.606], [-18.181, -4.057, 4.006], [-17.868, -4.995, 5.051], [-17.784, -2.381, 5.289], [-19.567, -2.754, 5.027], [-18.590, -1.939, 3.828], [-17.391, -4.006, 3.258], [-19.068, -4.417, 3.465], [-18.708, -5.390, 5.302], [-16.158, -8.770, 4.964], [-15.258, -7.753, 5.676], [-16.029, -6.769, 6.387], [-16.373, -8.423, 3.946], [-17.043, -8.888, 5.590], [-15.759, -9.780, 4.837], [-14.478, -7.322, 5.049], [-14.713, -8.262, 6.484], [-16.494, -6.111, 5.818]], "lowdin_charge": [-0.072, -0.284, -0.155, -0.244, -0.072, 0.066, 0.071, 0.062, 0.106, 0.115, 0.107, 0.118, 0.080, 0.071, 0.045, -0.087, -0.310, -0.170, -0.251, -0.071, 0.071, 0.081, 0.082, 0.121, 0.118, 0.116, 0.118, 0.068, 0.059, 0.081, -0.062, -0.298, -0.147, -0.321, -0.096, 0.087, 0.036, 0.072, 0.119, 0.120, 0.124, 0.119, 0.081, 0.081, 0.083, -0.080, -0.281, -0.146, -0.306, -0.077, 0.078, 0.085, 0.075, 0.121, 0.107, 0.101, 0.115, 0.058, 0.067, 0.077, -0.085, -0.298, -0.161, -0.264, -0.055, 0.076, 0.074, 0.076, 0.120, 0.115, 0.105, 0.115, 0.056, 0.081, 0.047, -0.065, -0.271, -0.151, -0.334, -0.075, 0.074, 0.083, 0.060, 0.109, 0.116, 0.112, 0.125, 0.075, 0.079, 0.075, -0.065, -0.283, -0.154, -0.284, -0.074, 0.078, 0.083, 0.049, 0.103, 0.111, 0.104, 0.087, 0.070, 0.078, 0.083, -0.064, -0.251, -0.189, -0.247, -0.056, 0.080, 0.064, 0.071, 0.115, 0.096, 0.120, 0.098, 0.074, 0.070, 0.066, -0.087, -0.264, -0.182, -0.294, -0.078, 0.078, 0.060, 0.084, 0.121, 0.117, 0.121, 0.119, 0.058, 0.081, 0.082, -0.081, -0.376, -0.089, 0.069, 0.080, 0.073, 0.089, 0.103, 0.051, -0.080, -0.280, -0.093, 0.067, 0.077, 0.056, 0.106, 0.114, 0.097, -0.089, -0.305, -0.116, 0.065, 0.072, 0.065, 0.072, 0.111, 0.046]}